18
Properties=species:S:1:pos:R:3 method="wB97M-V/def2-TZVPD" charge=+1 de_lowest_ev=7.058 lumo_ev=-6.7
C -2.12 0.69 -0.01
C -2.02 -0.75 -0.02
C -1.42 1.75 -0.22
C -0.98 -1.64 -0.01
C 1.91 0.14 -1.18
C 1.31 0.16 1.22
N 0.85 -0.11 -0.18
O 0.32 -1.42 -0.20
H -3.22 0.93 0.32
H -2.98 -1.31 0.26
H -0.78 2.54 -0.78
H -1.29 -2.66 0.32
H 2.03 1.20 -1.17
H 2.90 -0.38 -0.95
H 1.41 0.07 -2.07
H 1.73 -0.74 1.78
H 1.95 0.93 1.16
H 0.40 0.61 1.74